(1)
Entry from the Open Molecules 2025 dataset: the molecule C2H7N2O2P3 at a distorted geometry (ωB97M-V/def2-TZVPD).

Bonds (Å) are listed after each position.
Geometry (Å):
1 C -0.251 -1.685 0.114  C2 1.550, O5 1.442, H10 1.206, H11 1.186
2 C -1.341 -1.526 -0.977  C1 1.550, O6 1.357, H12 1.075, H13 1.069
3 N 1.263 1.052 1.465  P7 1.730, P8 1.566
4 N 0.046 1.584 -0.786  P8 1.677, P9 1.731, H14 0.994
5 O 0.911 -0.936 -0.294  C1 1.442, P8 1.594
6 O -1.883 -0.283 -0.934  C2 1.357, P9 1.607
7 P 1.456 2.607 2.197  N3 1.730, H15 1.337
8 P 1.188 0.612 -0.036  N3 1.566, N4 1.677, O5 1.594, H16 1.519
9 P -1.449 1.141 -1.539  N4 1.731, O6 1.607
10 H -0.685 -1.105 1.078  C1 1.206
11 H 0.146 -2.787 0.299  C1 1.186
12 H -0.877 -1.757 -1.919  C2 1.075
13 H -2.110 -2.218 -0.709  C2 1.069
14 H 0.128 2.539 -0.523  N4 0.994
15 H 0.948 2.145 3.345  P7 1.337
16 H 2.512 0.618 -0.781  P8 1.519

Its orbital gap (alpha / beta) is 6.31 / 7.56 eV. The value obtained for the HOMO energy (alpha / beta) is -6.9 / -7.6 eV.


(2)
Entry from the Open Molecules 2025 dataset: the molecule C2H7N2P at a distorted geometry (ωB97M-V/def2-TZVPD).

Bonds (Å) are listed after each position.
Geometry (Å):
1 C 1.720 -0.022 0.596  C2 1.461, H6 1.089, H7 1.035, H8 1.163
2 C 0.844 0.633 -0.373  C1 1.461, N3 1.454, H9 1.108, H10 1.124
3 N -0.496 0.071 -0.430  C2 1.454, P4 1.525
4 P -1.680 0.516 0.422  N3 1.525, N5 1.647
5 N -2.635 -0.729 -0.078  P4 1.647, H11 1.042, H12 0.977
6 H 2.262 0.723 1.177  C1 1.089
7 H 1.194 -0.590 1.283  C1 1.035
8 H 2.425 -0.759 0.038  C1 1.163
9 H 1.187 0.590 -1.426  C2 1.108
10 H 0.832 1.757 -0.344  C2 1.124
11 H -2.059 -1.268 -0.759  N5 1.042
12 H -3.592 -0.924 -0.108  N5 0.977

Its orbital gap is 9.61 eV. The value obtained for the HOMO energy is -8.9 eV.


(3)
Entry from the Open Molecules 2025 dataset: the ion C2H7N2P2 with charge +1 at a distorted geometry (ωB97M-V/def2-TZVPD).

Bonds (Å) are listed after each position.
Geometry (Å):
1 N -2.761 -0.075 -0.502  C2 1.209, H7 0.991
2 C -1.630 -0.073 -0.072  N1 1.209, P3 1.817, P6 2.214
3 P -0.500 1.266 0.408  C2 1.817, C4 1.879, H8 1.468
4 C 0.874 -0.016 0.362  P3 1.879, N5 1.546, P6 1.998, H9 1.146
5 N 1.696 0.372 -0.889  C4 1.546, H10 0.977, H11 0.962, H12 0.999
6 P -0.190 -1.707 0.327  C2 2.214, C4 1.998, H13 1.475
7 H -3.372 -0.814 -0.751  N1 0.991
8 H -0.809 0.889 1.793  P3 1.468
9 H 1.604 0.170 1.225  C4 1.146
10 H 2.054 1.274 -0.779  N5 0.977
11 H 1.211 0.478 -1.713  N5 0.962
12 H 2.418 -0.274 -1.137  N5 0.999
13 H -0.595 -1.492 1.729  P6 1.475

Its net charge is +1. Its orbital gap is 8.06 eV. The value obtained for the HOMO energy is -12.1 eV.


(4)
Entry from the Open Molecules 2025 dataset: the ion C2H7N2S with charge +1 at a distorted geometry (ωB97M-V/def2-TZVPD).

Bonds (Å) are listed after each position.
Geometry (Å):
1 C -0.680 -0.647 -1.300  C2 1.436, H6 1.131, H7 1.104, H8 1.071
2 C -0.178 -0.054 -0.093  C1 1.436, N3 1.319, N4 1.320
3 N -0.944 0.754 0.615  C2 1.319, H9 0.982, H10 1.040
4 N 1.031 -0.321 0.366  C2 1.320, S5 1.761, H11 1.052
5 S 1.783 0.107 1.900  N4 1.761, H12 1.270
6 H -0.874 0.159 -2.069  C1 1.131
7 H 0.191 -1.265 -1.583  C1 1.104
8 H -1.482 -1.276 -0.972  C1 1.071
9 H -1.878 0.978 0.408  N3 0.982
10 H -0.680 1.404 1.383  N3 1.040
11 H 1.404 -1.069 -0.273  N4 1.052
12 H 2.307 1.229 1.618  S5 1.270

Its net charge is +1. Its orbital gap is 11.09 eV. The value obtained for the HOMO energy is -14.8 eV.


(5)
Entry from the Open Molecules 2025 dataset: the ion C2H7N2S3 with charge +1 at a distorted geometry (ωB97M-V/def2-TZVPD).

Bonds (Å) are listed after each position.
Geometry (Å):
1 C 1.230 0.505 0.304  N3 1.533, N4 1.437, S6 1.847, H8 1.096
2 C -1.633 -1.079 -0.680  S5 1.771, S7 1.689, H9 1.099
3 N 0.107 -0.283 0.990  C1 1.533, S5 1.660, H10 0.997
4 N 0.664 1.135 -0.857  C1 1.437, H11 1.008, H12 1.011
5 S -0.289 -1.728 0.275  C2 1.771, N3 1.660
6 S 1.884 1.526 1.697  C1 1.847, H13 1.380
7 S -2.376 -2.031 -1.860  C2 1.689, H14 1.468
8 H 1.922 -0.318 0.092  C1 1.096
9 H -1.646 -0.006 -0.440  C2 1.099
10 H 0.000 -0.268 1.981  N3 0.997
11 H -0.136 1.655 -0.533  N4 1.008
12 H 1.275 1.743 -1.384  N4 1.011
13 H 0.760 2.316 1.572  S6 1.380
14 H -1.762 -3.166 -1.159  S7 1.468

As for the expectation value of S²: 2.008. Its net charge is +1. As for the spin multiplicity: 3. Its orbital gap (alpha / beta) is 7.72 / 4.71 eV. The value obtained for the HOMO energy (alpha / beta) is -11.9 / -13.4 eV.


(6)
Entry from the Open Molecules 2025 dataset: the molecule C2H7N3O at a distorted geometry (ωB97M-V/def2-TZVPD).

Bonds (Å) are listed after each position.
Geometry (Å):
1 C -1.407 -0.166 0.329  N2 1.429, H7 1.078, H8 1.104, H9 1.127
2 N -0.243 0.561 -0.071  C1 1.429, N3 1.406, C4 1.383
3 N -0.014 1.877 0.366  N2 1.406, H10 1.037, H11 1.057
4 C 0.904 -0.131 -0.415  N2 1.383, N5 1.298, H12 1.132
5 N 0.909 -1.420 -0.571  C4 1.298, O6 1.388
6 O 2.096 -1.909 -1.099  N5 1.388, H13 1.057
7 H -1.479 -1.063 -0.265  C1 1.078
8 H -2.336 0.421 0.227  C1 1.104
9 H -1.436 -0.423 1.426  C1 1.127
10 H -0.157 2.103 1.368  N3 1.037
11 H -0.715 2.492 -0.132  N3 1.057
12 H 1.812 0.541 -0.475  C4 1.132
13 H 2.067 -2.883 -0.689  O6 1.057

Its orbital gap is 9.05 eV. The value obtained for the HOMO energy is -8.1 eV.


| no. | calculated total energy (Ha) |
| --- | --- |
| 1 | -1364.39842 |
| 2 | -531.23353 |
| 3 | -872.26022 |
| 4 | -587.83647 |
| 5 | -1384.04281 |
| 6 | -319.79722 |